Entry 1:
Molecular formula: C13H4Cl5O3PtS
Method: DFT, ωB97M-V with the def2-TZVPD basis set

```
27
Properties=species:S:1:pos:R:3
Pt -0.155 0.199 -0.003
Cl -5.796 4.586 1.923
C -4.630 3.331 1.772
C -3.626 3.416 0.814
Cl -3.548 4.781 -0.226
C -2.689 2.406 0.694
Cl -1.450 2.520 -0.494
C -2.691 1.246 1.518
O -1.848 0.308 1.430
C -3.741 1.209 2.485
Cl -3.799 -0.164 3.512
C -4.677 2.215 2.607
Cl -5.916 2.107 3.792
O 1.831 -3.593 0.863
C 1.614 -2.510 0.327
O 0.665 -1.754 0.677
C 2.574 -2.111 -0.806
C 3.578 -3.053 -1.030
C 4.546 -2.896 -1.998
C 4.532 -1.757 -2.790
C 3.551 -0.811 -2.591
C 2.563 -0.962 -1.608
S 1.444 0.392 -1.578
H 3.562 -3.928 -0.398
H 5.305 -3.651 -2.138
H 5.280 -1.610 -3.557
H 3.523 0.083 -3.198
```

Its net charge is -1.

Entry 2:
Molecular formula: C6H10N2O
Method: DFT, ωB97M-V with the def2-TZVPD basis set

```
19
Properties=species:S:1:pos:R:3
C 1.231 -0.242 0.335
C 0.848 -1.452 -0.589
C -0.562 -1.147 0.024
C 0.174 -0.821 1.362
C 0.435 0.905 -0.325
C -2.003 0.724 -0.557
H 2.583 0.955 1.242
H 3.085 -0.620 1.156
H 1.216 -2.419 -0.165
H 1.049 -1.304 -1.630
H -1.371 -1.878 -0.143
H 0.542 -1.795 1.768
H -0.228 -0.160 2.095
H 0.940 1.411 -1.150
H 0.292 1.666 0.462
H -2.762 -0.124 -0.381
N 2.564 0.061 0.686
N -0.783 0.151 -0.531
O -2.318 1.873 -0.730
```

Its net charge is 0.

Strongest force on any atom across the listed records, respectively: 3.701 3.214 eV/Å.
HOMO-LUMO gap across the listed records, respectively: 6.5 10.0 eV.
Energy above the lowest of the compared OMol25 structures with the same formula, charge and spin across the listed records, respectively: 0.098 1.468 eV.